Record 1
{"formula": "C25H56N2O7Si", "method": "wB97M-V/def2-TZVPD", "homo_energy_ev": -7.99, "total_energy_ha": -1911.8069, "species": ["C", "C", "N", "Si", "C", "N", "C", "H", "H", "H", "H", "H", "H", "H", "H", "H", "H", "H", "H", "H", "H", "C", "C", "O", "C", "H", "H", "H", "H", "H", "H", "C", "C", "O", "C", "H", "H", "H", "H", "H", "H", "C", "C", "O", "C", "H", "H", "H", "H", "H", "H", "C", "C", "O", "C", "H", "H", "H", "H", "H", "H", "C", "C", "O", "C", "H", "H", "H", "H", "H", "H", "C", "C", "O", "C", "H", "H", "H", "H", "H", "H", "C", "C", "O", "C", "H", "H", "H", "H", "H", "H"], "xyz": [[-3.87841, -1.46950, -1.17358], [-2.40420, -0.92755, -1.12807], [-1.92425, -0.49710, -2.46526], [-0.96315, -1.81498, -3.20273], [0.77046, -1.86800, -2.40274], [0.95373, -0.99980, -1.23251], [1.16384, 0.40081, -1.57536], [-4.03531, -2.15291, -2.02331], [-4.55617, -0.60835, -1.16701], [-4.02088, -2.04122, -0.23637], [-2.41847, -0.09244, -0.40914], [-1.79425, -1.78358, -0.77449], [-2.72428, -0.30265, -3.05866], [-0.77822, -1.39752, -4.61628], [-1.67300, -3.10083, -3.23286], [1.54371, -1.68665, -3.17026], [0.95530, -2.91268, -2.06755], [0.24793, -1.13266, -0.52799], [2.24041, 0.64911, -1.68843], [0.61456, 0.75322, -2.46686], [0.79219, 1.00547, -0.72543], [-6.01729, 3.23086, 0.57234], [-4.90601, 2.49765, -0.12981], [-5.08863, 1.41220, -0.63672], [-3.55751, 3.16302, -0.17770], [-6.92874, 2.63582, 0.52979], [-5.75177, 3.39419, 1.61797], [-6.19945, 4.18821, 0.08170], [-3.18596, 3.32220, 0.83607], [-3.63245, 4.11777, -0.70121], [-2.85659, 2.52267, -0.71231], [5.19926, -1.03485, 2.32682], [3.83223, -0.45777, 2.06706], [3.31829, 0.32057, 2.84615], [3.12837, -0.88052, 0.80797], [5.58706, -0.64414, 3.26714], [5.13681, -2.12198, 2.39722], [5.87936, -0.75358, 1.52129], [2.97282, -1.96056, 0.81065], [3.71605, -0.58911, -0.06394], [2.16546, -0.39076, 0.75641], [4.08954, 0.82377, 8.16243], [3.99672, -0.28985, 7.15113], [4.37033, -1.41053, 7.41522], [3.42210, 0.04839, 5.80124], [4.52069, 0.43937, 9.08554], [4.72903, 1.62133, 7.78057], [3.09414, 1.21696, 8.37580], [4.03132, 0.80983, 5.31518], [2.39752, 0.40666, 5.91244], [3.41538, -0.84195, 5.17816], [4.20885, 3.60682, -0.80968], [4.63293, 2.57329, -1.81890], [4.59078, 1.39111, -1.56270], [5.11032, 3.06820, -3.15842], [3.88966, 3.10933, 0.10525], [5.04649, 4.26678, -0.57800], [3.37455, 4.19038, -1.20265], [5.98727, 3.70458, -3.02924], [4.31513, 3.62838, -3.65310], [5.38180, 2.21810, -3.78217], [0.08315, 0.80129, 2.27501], [-1.01091, 0.81758, 3.30816], [-2.10587, 1.27436, 3.06187], [-0.68938, 0.24312, 4.66245], [-0.29026, 1.24493, 1.35202], [0.93854, 1.38025, 2.62393], [0.39043, -0.22565, 2.07359], [0.13112, 0.80055, 5.11638], [-0.41416, -0.80842, 4.56543], [-1.56523, 0.31980, 5.30507], [-7.74294, -0.49257, -1.43219], [-8.79490, -0.46691, -0.35768], [-9.87763, 0.04267, -0.54267], [-8.44419, -1.10147, 0.96306], [-8.12726, -0.00271, -2.32591], [-6.85392, 0.04134, -1.09052], [-7.48605, -1.52473, -1.67893], [-7.58253, -0.59495, 1.40184], [-8.21846, -2.15939, 0.81949], [-9.28981, -1.01150, 1.64344], [3.72890, -4.44228, -5.89437], [2.59197, -3.45491, -5.86703], [1.52250, -3.73960, -5.38003], [2.83969, -2.09708, -6.47015], [3.41036, -5.37307, -5.42805], [4.02001, -4.64686, -6.92602], [4.58096, -4.04444, -5.34056], [3.09183, -2.19925, -7.52697], [3.65337, -1.59748, -5.94113], [1.93828, -1.49227, -6.38061]], "forces_ev_per_a": [[0.9, 0.1, 0.7], [-1.4, -0.5, -0.5], [0.5, -1.4, 0.2], [0.2, 1.6, -0.6], [-0.3, -1.1, 0.7], [0.6, 0.1, -1.0], [-0.1, 0.6, 0.7], [0.0, 0.3, 0.2], [0.1, -0.5, -0.3], [-0.2, 0.2, -0.4], [0.4, -0.3, -0.1], [0.0, 0.6, 0.1], [0.0, 0.3, 0.1], [-0.2, -0.1, -0.1], [-0.1, -0.3, 0.3], [-0.3, 0.2, 0.4], [0.0, 0.4, -0.3], [-0.2, 0.1, -0.2], [-0.5, -0.3, 0.0], [0.1, -0.3, 0.2], [0.2, -0.1, -0.4], [-0.2, -0.2, 0.0], [0.1, -0.1, 0.0], [0.0, 0.2, 0.0], [0.1, -0.2, -0.1], [0.0, 0.0, 0.0], [0.0, 0.2, 0.0], [0.1, 0.1, 0.1], [0.0, 0.1, 0.0], [0.0, 0.1, 0.2], [0.0, 0.0, 0.0], [0.0, 0.2, 0.3], [-0.1, 0.1, 0.0], [0.1, 0.0, -0.2], [0.1, 0.2, 0.4], [0.0, 0.0, 0.0], [0.1, 0.0, -0.2], [0.0, -0.2, -0.1], [0.1, 0.0, -0.2], [0.0, -0.1, 0.0], [0.0, 0.0, 0.0], [0.1, -0.2, 0.2], [0.0, -0.2, 0.0], [0.0, 0.0, 0.0], [0.1, -0.3, 0.2], [0.0, 0.0, 0.0], [-0.2, 0.1, 0.0], [0.0, 0.2, -0.1], [-0.2, 0.1, 0.0], [0.1, 0.2, -0.1], [0.0, 0.0, 0.0], [-0.1, -0.2, 0.2], [0.0, -0.2, 0.1], [0.1, 0.0, 0.0], [0.0, -0.3, -0.1], [0.0, 0.0, 0.0], [-0.1, 0.1, -0.1], [0.1, 0.1, 0.0], [-0.1, 0.2, 0.0], [0.1, 0.2, 0.0], [0.0, 0.0, 0.0], [-0.3, 0.2, -0.2], [-0.2, 0.1, -0.1], [0.0, 0.0, 0.0], [-0.3, 0.0, 0.1], [0.0, 0.0, 0.0], [0.2, -0.3, 0.0], [0.2, 0.0, 0.1], [0.1, -0.1, -0.1], [0.2, 0.1, 0.0], [0.0, 0.0, 0.0], [-0.1, 0.1, -0.2], [-0.2, 0.1, -0.2], [0.0, 0.0, 0.1], [-0.2, 0.1, 0.2], [0.0, 0.0, 0.0], [0.0, -0.2, 0.0], [0.2, 0.0, 0.1], [0.1, -0.2, -0.1], [0.2, 0.0, 0.0], [0.0, 0.0, 0.0], [-0.1, -0.2, 0.1], [-0.2, 0.0, 0.1], [0.0, 0.0, 0.1], [-0.3, 0.1, 0.1], [0.0, 0.0, 0.0], [0.2, 0.1, 0.0], [0.1, 0.0, -0.2], [0.2, 0.0, 0.0], [0.1, 0.0, -0.1], [0.0, 0.0, 0.0]]}

Record 2
{"formula": "C25H57BF3IN5O17S4", "method": "wB97M-V/def2-TZVPD", "homo_energy_ev": -11.71, "total_energy_ha": -4754.1605, "charge": 1, "species": ["C", "N", "C", "B", "O", "N", "N", "C", "C", "O", "C", "O", "C", "C", "O", "N", "C", "N", "C", "C", "C", "I", "C", "O", "C", "F", "F", "F", "H", "H", "H", "H", "H", "H", "H", "H", "H", "H", "H", "H", "H", "H", "H", "H", "H", "H", "H", "H", "H", "H", "H", "H", "H", "O", "S", "O", "O", "C", "C", "C", "H", "H", "H", "H", "H", "H", "H", "H", "O", "S", "O", "O", "C", "C", "C", "H", "H", "H", "H", "H", "H", "H", "H", "O", "S", "O", "O", "C", "C", "C", "H", "H", "H", "H", "H", "H", "H", "H", "O", "S", "O", "O", "C", "C", "C", "H", "H", "H", "H", "H", "H", "H", "H"], "xyz": [[3.21269, -0.47990, -3.06250], [2.10015, 0.48311, -3.31556], [1.01668, -0.09690, -4.16120], [1.58347, 1.00215, -2.01490], [1.51402, 0.03410, -0.93433], [1.11165, 2.38185, -1.72276], [-0.14798, 2.48670, -1.18411], [-0.57417, 3.81034, -0.86395], [-1.91638, 4.35288, -0.21202], [-3.08646, 3.81195, -0.83864], [-3.23797, 4.42990, -2.16138], [-4.47596, 3.91531, -2.69092], [-4.28977, 2.49664, -3.01064], [-5.44898, 1.65621, -2.29938], [-4.97924, 0.37802, -1.78633], [0.54500, 4.60647, -1.26736], [1.58636, 3.71848, -1.77211], [2.78036, 4.08711, -2.20477], [3.88951, 3.29215, -2.76940], [4.71060, 2.52269, -1.59281], [5.90725, 3.42170, -1.00484], [7.80204, 2.34598, -0.84438], [3.03006, 5.57342, -2.13341], [3.23499, 5.85810, -0.72296], [3.74280, 7.16199, -0.53764], [3.22950, 8.07571, -1.48955], [3.31915, 7.56078, 0.74747], [5.14413, 7.16913, -0.59717], [3.78660, -0.13989, -2.12608], [3.98252, -0.51931, -3.90034], [2.79517, -1.51851, -2.83372], [0.33946, 0.73594, -4.57345], [1.53372, -0.53939, -5.08966], [0.41960, -0.93191, -3.66869], [1.67467, 0.50002, -0.07889], [-0.78199, 1.68999, -1.00078], [-1.99179, 4.12930, 0.91251], [-1.90652, 5.50028, -0.28652], [-2.39270, 4.14668, -2.87331], [-3.28498, 5.56714, -2.00541], [-4.38468, 2.42185, -4.15314], [-3.25280, 2.10610, -2.75327], [-6.31431, 1.50984, -3.03632], [-5.82972, 2.27850, -1.42182], [-4.01398, 0.42456, -1.63336], [3.51674, 2.57319, -3.57338], [4.67887, 3.94545, -3.28963], [3.94477, 2.28026, -0.76716], [5.07937, 1.52176, -2.01931], [5.54717, 3.81610, 0.00784], [6.07723, 4.35392, -1.64756], [3.92563, 5.89268, -2.75122], [2.12766, 6.13683, -2.56983], [-10.35488, 1.15501, -4.40963], [-11.13326, 0.74843, -3.26882], [-11.43666, 1.65606, -2.19539], [-10.48546, -0.59578, -2.64693], [-9.10264, -0.58021, -2.28503], [-8.87634, 0.16691, -0.98468], [-12.64522, 0.02474, -3.83614], [-8.49753, -0.16005, -3.09433], [-8.79475, -1.62037, -2.15964], [-9.09312, 1.23126, -1.09882], [-7.83777, 0.06781, -0.66019], [-9.53265, -0.21543, -0.20025], [-12.41957, -0.69745, -4.61941], [-13.26958, 0.82581, -4.23061], [-13.14311, -0.45492, -2.99437], [4.65045, -0.61029, 4.12316], [5.85939, -0.07637, 3.55402], [5.88861, 0.49066, 2.23101], [7.02853, -1.18511, 3.67154], [6.79497, -2.48536, 3.12376], [6.91139, -2.48079, 1.61087], [6.55308, 1.09659, 4.68275], [5.82309, -2.87029, 3.44538], [7.55646, -3.14655, 3.54111], [6.10955, -1.89598, 1.15565], [6.85070, -3.49818, 1.21834], [7.85745, -2.03343, 1.29748], [6.57512, 0.65773, 5.67925], [5.91772, 1.98173, 4.67476], [7.55680, 1.35598, 4.34788], [8.64319, -3.91749, 6.32584], [10.01589, -3.77782, 5.91452], [10.76416, -4.87956, 5.37291], [10.86047, -3.11863, 7.12386], [10.82614, -3.75198, 8.40557], [11.69546, -4.99482, 8.43957], [10.13805, -2.41482, 4.79103], [9.79563, -3.98101, 8.69273], [11.20691, -3.02543, 9.12640], [11.29229, -5.77563, 7.79189], [11.75283, -5.39532, 9.45405], [12.70444, -4.76986, 8.08759], [9.61159, -1.55997, 5.21312], [9.67601, -2.71414, 3.85122], [11.19046, -2.18402, 4.63033], [-9.24508, -3.67140, -0.13901], [-10.18593, -4.74267, 0.07031], [-10.14518, -5.57167, 1.24416], [-10.19971, -5.69124, -1.23862], [-8.96362, -6.24660, -1.69225], [-8.51835, -7.40710, -0.82236], [-11.82572, -4.10071, -0.10289], [-8.19211, -5.47258, -1.74604], [-9.13306, -6.60308, -2.71049], [-8.25800, -7.06919, 0.18251], [-7.63998, -7.89394, -1.25203], [-9.31917, -8.14241, -0.72032], [-11.87837, -3.50638, -1.01420], [-12.03191, -3.47693, 0.76641], [-12.52731, -4.93322, -0.13849]], "forces_ev_per_a": [[0.6, -0.6, 0.9], [-0.7, 0.4, 1.8], [0.2, 0.2, -1.8], [1.3, -3.6, 0.1], [0.4, 3.2, -1.0], [-0.4, 2.5, 0.1], [-3.8, 1.9, 2.1], [5.8, -0.7, -2.4], [-0.2, 0.2, 0.4], [1.7, 1.0, -0.6], [-1.5, 0.0, -0.3], [2.7, -0.2, 0.7], [-1.1, -0.4, -1.2], [0.3, 0.8, 0.3], [0.2, 0.8, -0.7], [-0.5, -2.9, 0.2], [-3.8, -0.8, 1.0], [0.8, 2.9, -0.6], [1.6, -1.7, -0.1], [-0.4, -0.3, -0.6], [-1.6, 0.7, 0.2], [-1.0, 0.6, 0.0], [-0.8, 0.1, -0.7], [0.8, 2.4, -1.1], [-0.6, 0.2, 1.2], [1.4, -2.0, 2.2], [1.4, -0.7, -3.2], [-3.1, 0.2, 0.0], [-0.9, -0.6, -1.4], [-1.3, 0.1, 0.8], [0.7, 1.2, -0.4], [0.8, -1.3, 0.8], [-0.9, 0.6, 1.4], [0.7, 1.1, -0.4], [-0.4, -0.7, -0.6], [1.1, 0.3, -0.4], [0.4, 0.0, -1.8], [0.4, -1.6, -0.1], [-0.7, 0.3, 1.0], [-0.2, -1.7, -0.5], [0.1, 0.0, 1.6], [-1.2, 0.6, 0.0], [1.3, -0.1, 1.1], [0.5, -0.7, -1.2], [-0.9, 0.1, -0.1], [0.2, 0.8, 1.3], [-1.7, -0.5, 0.8], [1.3, 0.2, -1.0], [-0.4, 1.6, 0.7], [1.0, -0.7, -1.3], [0.0, -1.5, 0.8], [-0.9, -0.9, 0.8], [1.2, -0.9, 1.1], [-0.1, 0.1, 0.6], [-0.1, -0.6, 0.2], [0.3, -0.1, -0.6], [-0.7, 0.4, -0.5], [0.9, 0.1, 0.5], [0.0, 0.3, 0.1], [0.0, -0.2, 0.0], [-0.2, 0.0, -0.1], [-0.4, 0.0, -0.1], [0.0, -0.1, 0.0], [0.0, -0.1, -0.1], [0.1, -0.1, -0.1], [0.0, 0.1, 0.1], [0.1, 0.0, 0.1], [0.1, 0.1, 0.0], [0.3, 0.2, -0.7], [0.7, -0.3, 0.5], [-0.4, -0.2, 0.3], [-0.4, 0.9, 0.3], [-0.2, -0.8, -0.6], [-0.1, 0.2, -0.2], [0.1, -0.1, 0.0], [0.1, 0.2, 0.1], [-0.1, 0.3, 0.2], [0.0, 0.0, 0.0], [0.1, 0.0, 0.1], [0.0, -0.1, 0.0], [0.0, 0.0, -0.1], [0.0, -0.1, -0.1], [-0.1, 0.0, 0.0], [0.5, -0.3, -0.2], [0.5, 0.5, 0.3], [-0.6, 0.3, 0.3], [-0.4, 0.1, -0.9], [0.1, -0.6, 0.8], [0.0, -0.2, -0.2], [0.1, 0.2, 0.1], [0.0, 0.1, -0.2], [-0.1, 0.2, -0.3], [0.0, 0.1, 0.1], [0.0, 0.1, 0.0], [-0.1, 0.0, 0.1], [0.0, -0.1, 0.0], [0.1, -0.1, 0.1], [-0.1, -0.1, 0.0], [-0.1, -0.6, 0.2], [-0.5, -0.2, -0.4], [0.3, 0.5, -0.4], [-0.4, 0.7, 0.5], [0.8, -0.5, -0.1], [0.0, 0.0, 0.3], [0.0, -0.1, -0.2], [-0.2, 0.1, 0.1], [-0.3, 0.2, 0.1], [0.0, 0.0, -0.1], [-0.1, 0.0, -0.1], [0.1, 0.0, -0.1], [0.1, -0.1, 0.1], [0.1, -0.1, 0.0], [0.1, 0.0, 0.0]]}